A molecular structure, C30H88CuO28 at a distorted geometry, computed with the ωB97M-V functional and the def2-TZVPD basis.

The HOMO-LUMO gap (alpha / beta) comes out at 7.85 / 6.34 eV. Its spin multiplicity is 2. The value obtained for the HOMO energy (alpha / beta) is -7.83 / -7.71 eV. As for the charge: 0. The expectation value of S² is 0.758. The total energy is -134491.635 eV.

CARTESIAN COORDINATES (ANGSTROEM)
Cu -2.120 2.915 1.519
C 0.645 -0.209 0.781
C -0.506 0.199 -0.165
O -0.885 1.525 0.088
H 1.468 0.506 0.819
H 1.125 -1.140 0.481
H 0.090 -0.324 1.711
H -1.328 -0.499 -0.008
H -0.109 0.063 -1.171
C -2.362 -0.498 3.244
C -2.995 0.705 3.951
O -3.094 1.847 3.172
H -2.153 -1.327 3.919
H -1.411 -0.145 2.847
H -2.973 -0.839 2.408
H -2.267 0.982 4.714
H -3.910 0.468 4.492
C 2.425 -2.665 3.805
C 1.943 -4.070 3.519
O 3.103 -4.891 3.405
O 2.900 -2.482 5.180
H 1.546 -2.077 3.542
H 3.252 -2.267 3.216
H 1.328 -4.029 2.620
H 1.401 -4.340 4.425
H 3.599 -4.621 2.629
H 2.238 -2.165 5.799
C -2.060 -3.743 -0.990
C -1.899 -4.130 0.421
O -0.821 -5.133 0.417
O -0.985 -3.006 -1.438
H -2.865 -3.013 -1.070
H -2.436 -4.518 -1.658
H -2.890 -4.474 0.715
H -1.641 -3.203 0.934
H -0.165 -4.731 -0.157
H -1.139 -2.059 -1.449
C -4.183 3.143 -2.180
C -3.997 2.013 -1.167
O -3.956 2.541 0.150
O -3.128 4.026 -2.314
H -4.944 3.824 -1.799
H -4.415 2.702 -3.150
H -3.069 1.454 -1.283
H -4.857 1.345 -1.138
H -4.889 2.735 0.264
H -2.715 4.048 -3.180
C 5.253 -0.006 1.894
C 4.846 0.409 0.477
O 5.826 0.061 -0.452
O 6.068 -1.130 2.007
H 4.295 -0.172 2.389
H 5.737 0.881 2.303
H 4.504 1.444 0.495
H 3.957 -0.149 0.183
H 6.077 -0.844 -0.253
H 5.990 -1.571 2.856
C 3.066 -1.999 -6.003
C 2.794 -1.278 -4.648
O 1.390 -1.418 -4.219
O 3.067 -3.372 -5.860
H 3.946 -1.610 -6.516
H 2.282 -1.708 -6.702
H 2.995 -0.213 -4.764
H 3.497 -1.641 -3.898
H 1.361 -0.774 -3.508
H 2.161 -3.655 -5.716
C -1.239 2.603 -4.506
C 0.043 2.739 -3.752
O 0.861 1.648 -3.560
O -1.838 3.915 -4.678
H -2.033 2.015 -4.047
H -1.140 2.045 -5.437
H -0.292 2.970 -2.741
H 0.693 3.568 -4.031
H 0.612 1.321 -2.692
H -2.575 3.886 -5.292
C -1.147 -0.899 -6.355
C -1.513 -0.761 -7.771
O -2.827 -1.252 -7.809
O -1.170 -2.235 -5.783
H -1.930 -0.421 -5.766
H -0.191 -0.429 -6.125
H -0.774 -1.383 -8.275
H -1.456 0.260 -8.148
H -2.735 -2.159 -7.508
H -0.295 -2.596 -5.620
C 0.160 -2.843 7.953
C -0.296 -4.116 7.171
O -1.088 -3.647 6.108
O 0.818 -1.891 7.133
H 0.801 -3.094 8.798
H -0.711 -2.282 8.293
H -0.887 -4.728 7.853
H 0.588 -4.662 6.841
H -0.581 -2.908 5.764
H 0.502 -1.012 7.356
C 2.836 3.800 -0.137
C 3.416 5.187 0.203
O 4.821 5.043 0.432
O 1.438 3.751 -0.326
H 3.304 3.095 0.550
H 3.341 3.631 -1.088
H 2.926 5.321 1.167
H 3.236 6.041 -0.452
H 5.340 5.774 0.773
H 1.079 2.956 0.076
C -0.006 3.467 5.335
C 0.281 3.885 3.844
O -0.230 2.840 2.876
O 0.578 2.215 5.442
H -1.044 3.257 5.596
H 0.504 4.002 6.136
H 1.370 3.881 3.792
H 0.031 4.932 3.669
H 0.076 2.027 3.284
H 0.134 1.687 6.109
C -1.525 5.867 1.001
C -3.010 5.820 1.263
O -3.421 4.778 2.127
O -1.015 4.653 0.543
H -0.949 6.001 1.916
H -1.418 6.780 0.415
H -3.593 5.817 0.341
H -3.199 6.719 1.849
H -4.287 4.904 2.523
H -0.224 4.814 0.023
C -6.806 -1.738 -1.940
C -7.595 -1.285 -3.176
O -7.288 -1.874 -4.453
O -6.544 -3.156 -2.181
H -7.376 -1.501 -1.042
H -5.834 -1.297 -1.716
H -7.473 -0.205 -3.261
H -8.679 -1.196 -3.101
H -7.668 -1.241 -5.068
H -6.280 -3.115 -3.103
C 6.046 -4.115 0.459
C 6.093 -4.081 -1.116
O 5.022 -3.196 -1.494
O 5.358 -5.234 0.850
H 5.686 -3.186 0.901
H 7.109 -4.051 0.691
H 6.064 -5.101 -1.499
H 6.999 -3.669 -1.561
H 5.079 -3.074 -2.444
H 5.930 -5.982 0.662